Entry 1:
The following is a quantum chemistry calculation of a 10-piece molecular cluster, H20O10 overall, from the OMol25 dataset.

XYZ file:
```
30
Properties=species:S:1:pos:R:3:forces:R:3
O 3.11283 -0.26263 -0.86263 -0.58 -0.08 0.23
H 3.52483 0.56237 -1.11063 0.07 0.26 -0.26
H 2.16483 -0.19063 -1.10763 0.71 -0.32 -0.03
O 0.65883 -1.28363 -1.84063 -0.09 -1.02 -0.98
H -0.04917 -0.96363 -2.43263 0.65 0.09 0.27
H 1.09883 -2.00763 -2.35363 -0.50 0.95 0.71
O 1.17783 2.05737 -0.35763 1.49 1.59 1.29
H 1.78083 1.93637 0.40837 -0.47 -0.57 -0.49
H 1.27683 3.02737 -0.44763 -0.54 -0.52 -0.41
O -1.64217 1.58337 2.53237 1.37 -1.18 -1.73
H -1.21817 0.84937 1.94037 -1.21 1.69 1.19
H -1.89717 1.10137 3.30937 -0.30 -0.34 0.49
O -0.60717 0.20837 0.30837 0.06 0.08 -0.36
H -0.09017 0.95237 -0.03063 -0.60 0.53 -0.19
H 0.15783 -0.34563 0.52337 -0.14 -0.70 0.39
O 1.32283 -1.31063 1.37537 1.40 0.03 1.38
H 1.98783 -1.14063 2.08537 -0.44 0.22 -1.11
H 0.85383 -2.03763 1.77837 -0.55 -0.60 -0.25
O 0.66783 1.45937 -2.91863 -0.90 0.48 -0.34
H 1.04883 1.43537 -2.04363 0.50 -0.20 0.23
H -0.15717 1.94037 -2.71563 0.09 -0.36 -0.49
O -1.56117 -1.41163 2.57837 0.57 -0.27 0.39
H -0.80617 -1.46463 3.17337 -0.21 0.17 0.27
H -1.25817 -1.92263 1.78737 -0.72 0.33 0.39
O -1.30917 -2.66163 0.38337 -0.20 0.98 -1.86
H -2.17817 -3.07863 0.30037 0.18 0.08 0.08
H -1.34817 -1.85363 -0.22263 0.26 -1.41 1.07
O -2.32617 1.60637 -1.70763 -0.07 1.19 -0.02
H -2.39817 2.38037 -1.09463 0.15 -1.47 -0.46
H -1.98817 0.83537 -1.23763 0.01 0.35 0.58
```
Positions in Å, forces in eV/Å.

Summary:
- Strongest force on any atom: 2.53 eV/Å
- LUMO energy: -0.1 eV
- 2S+1: 1
- SMILES: O.O.O.O.O.O.O.O.O.O
- Relative energy (zero: lowest compared OMol25 entry of this formula, charge and spin): 279.70 kJ/mol
- Orbital gap: 10.17 eV


Entry 2:
The following is a quantum chemistry calculation of C25H36NO2Sn as an isolated structure, from the OMol25 dataset.

XYZ file:
```
65
Properties=species:S:1:pos:R:3:forces:R:3
O 3.14656 -2.32333 -0.58383 1.21 -1.20 0.65
C 3.48396 -2.99426 0.68838 -0.97 0.41 0.66
C 4.50694 -3.93479 0.11261 -0.53 0.69 -0.11
H 2.61228 -3.54513 1.04802 0.12 0.53 0.26
H 3.87338 -2.27971 1.41852 -0.23 -0.11 0.01
C 4.06398 -3.26437 -1.20935 0.70 -0.53 -0.75
H 4.20604 -4.96907 0.26494 0.44 -0.08 -0.21
H 5.50723 -3.68600 0.46345 0.13 -0.40 -0.34
C 3.36255 -4.21969 -2.14421 -0.20 -0.21 -0.23
H 2.57083 -4.75974 -1.62632 -0.15 0.11 0.06
H 4.06311 -4.97906 -2.49994 0.10 0.09 -0.03
H 2.93210 -3.72056 -3.01739 0.03 0.08 0.14
C 5.20805 -2.54699 -1.86181 0.23 0.27 -0.29
H 5.67289 -1.86995 -1.14626 0.02 0.08 0.00
H 4.89099 -1.97079 -2.73093 -0.07 0.05 -0.03
H 5.95726 -3.27184 -2.17961 0.07 -0.04 -0.07
Sn 0.19153 1.14703 -0.99820 -1.99 1.47 -0.08
C -0.65642 4.24419 -0.30251 0.36 0.08 0.37
C -0.83935 3.71363 1.01376 0.26 0.11 -0.75
C 0.32759 3.03119 1.39852 0.72 0.35 -0.66
H -1.72027 3.85748 1.63713 0.16 -0.31 -0.38
C 1.30149 3.18538 0.33813 -0.54 -0.02 0.32
C 0.67643 3.97196 -0.71009 -0.17 -0.60 0.38
H 1.20560 4.39304 -1.57008 -0.31 -0.29 0.23
H -1.39337 4.84172 -0.85991 0.52 -0.51 0.33
H 0.47918 2.56372 2.37488 0.05 0.07 -0.45
H 2.35409 2.90807 0.37695 -0.21 0.11 0.05
C -2.70848 1.62092 -2.51817 0.61 -0.34 -0.39
C -1.46644 1.73230 -3.18773 -0.46 -0.51 0.48
C -0.84314 0.41846 -3.17254 -0.43 -0.19 -0.09
H -1.14924 2.60593 -3.75221 0.20 -0.20 0.30
C -1.79193 -0.48542 -2.54608 0.34 0.54 -0.21
C -2.88760 0.27431 -2.10148 0.33 0.09 -0.72
H -3.78674 -0.10260 -1.61854 0.36 0.11 0.03
H -3.46917 2.39329 -2.44926 0.45 -0.20 0.26
H 0.05175 0.14104 -3.72913 -0.33 -0.03 -0.08
H -1.75218 -1.57687 -2.54468 0.31 0.41 0.27
O 0.67630 -3.14821 1.71356 0.47 1.81 0.00
C 0.63218 -1.97865 0.83311 -0.64 0.21 -0.40
C 1.37727 -0.81052 1.54809 0.01 -0.95 -0.50
H -0.43148 -1.71232 0.63551 0.49 -0.08 0.38
H 1.07087 -2.21174 -0.15256 -0.14 -0.19 0.70
C 1.13812 -1.12517 3.03525 0.02 -0.03 -0.08
H 1.04866 0.18330 1.18496 0.05 -0.64 0.72
H 2.45818 -0.89070 1.33686 -0.60 0.21 -0.03
C 0.62914 -2.59309 3.05337 -0.78 -0.92 0.21
H 0.41101 -0.43059 3.48471 0.31 -0.33 -0.07
H 2.11373 -1.04733 3.53973 -0.53 0.03 0.20
H -0.43531 -2.72876 3.36826 0.69 0.63 0.05
H 1.22148 -3.24958 3.72773 -0.15 0.37 -0.52
C -2.83480 -0.10961 1.41473 0.30 -0.41 0.17
C -3.60260 1.12621 1.23348 -1.92 2.00 0.38
C -4.82988 1.47484 1.88171 1.16 -0.59 -0.46
C -5.22811 2.71315 1.34636 1.00 0.42 -1.03
C -4.20948 3.06753 0.38602 -1.17 -1.59 2.06
C -4.20958 4.26215 -0.47846 0.20 0.37 -0.38
N -3.23927 2.10778 0.37259 -0.23 -0.04 -0.36
H -3.44351 -0.97919 1.16912 0.05 -0.31 -0.07
H -2.50891 -0.22091 2.44770 0.22 -0.17 0.23
H -1.95810 -0.11195 0.77048 0.10 -0.02 -0.08
H -5.28738 0.85802 2.64553 -0.26 0.13 0.00
H -6.12019 3.29482 1.58024 0.20 -0.15 -0.05
H -4.02656 3.97678 -1.52081 -0.07 0.25 0.00
H -5.17996 4.77526 -0.42726 0.25 -0.05 0.02
H -3.41330 4.96494 -0.20503 -0.16 0.15 -0.04
```
Positions in Å, forces in eV/Å.

Summary:
- Strongest force on any atom: 2.86 eV/Å
- LUMO energy: 1.8 eV
- 2S+1: 1
- Total charge: -1
- Orbital gap: 4.19 eV


Entry 3:
The following is a quantum chemistry calculation of C18H23BrMnN10O2S as an isolated structure, from the OMol25 dataset.

XYZ file:
```
56
Properties=species:S:1:pos:R:3:forces:R:3
Mn 0.44523 0.94163 -0.69970 0.66 1.64 0.83
N 1.60350 -0.81804 0.26768 0.21 -0.21 0.22
C 0.55533 -1.31457 1.16452 0.07 0.06 0.25
C 1.01542 -2.41695 2.13451 -0.16 0.27 0.01
C 1.73481 -1.96039 3.41098 -0.29 -0.10 -0.01
C 0.83837 -1.90834 4.66303 0.35 0.44 -0.17
N 0.03897 -3.10522 4.84958 -0.01 -0.29 0.13
C -1.21133 -3.29163 4.42820 0.05 -0.26 0.00
N -1.78053 -4.48779 4.64797 -0.10 -0.09 0.07
N -1.87565 -2.35832 3.77557 0.00 0.21 0.14
C -0.09724 -0.03861 1.80769 0.14 -1.87 0.27
O -0.73264 -0.13622 2.86084 0.07 0.32 -0.21
O 0.00877 1.00286 1.11514 -0.40 1.16 0.80
H 2.02861 -1.57254 -0.26988 -0.16 0.22 -0.01
H 2.35259 -0.37091 0.80593 -0.21 -0.11 -0.27
H -0.21909 -1.76243 0.51785 0.06 0.19 0.14
H 1.67681 -3.07985 1.57096 -0.11 0.02 -0.03
H 0.14498 -3.01621 2.39884 0.07 -0.11 -0.08
H 2.15111 -0.96125 3.27765 0.16 0.05 0.04
H 2.56968 -2.63783 3.60051 0.01 0.08 0.07
H 0.17793 -1.04214 4.62670 0.14 -0.13 0.10
H 1.48000 -1.81166 5.54050 -0.15 0.06 0.01
H 0.51390 -3.88914 5.27245 -0.20 -0.01 -0.05
H -1.31587 -5.19210 5.19360 -0.04 0.04 0.03
H -2.73655 -4.66079 4.38910 0.06 0.02 0.01
H -1.43374 -1.46609 3.47379 0.04 -0.11 0.01
H -2.83315 -2.50756 3.50727 -0.02 -0.09 0.02
N 0.83524 0.43381 -2.38824 0.56 -1.09 -2.31
C 1.30631 0.37171 -3.47968 -0.21 0.12 0.40
N 1.63199 0.42540 -4.65655 -0.94 0.78 0.58
C 2.42064 -0.04195 -5.55714 0.64 -0.54 -0.54
N 3.07154 -0.41871 -6.42817 0.33 -0.16 -0.33
C 3.01291 4.90143 -4.60807 0.04 0.11 -0.06
C 2.13115 4.37154 -3.53787 -0.73 0.02 0.03
C 0.73107 4.42898 -3.60241 0.06 -0.05 0.15
C 0.01765 3.75265 -2.62991 0.25 0.15 -0.21
N 0.61884 3.07746 -1.65006 0.23 0.19 0.00
C 1.97442 3.14697 -1.62871 -0.84 0.10 -0.16
S 2.72724 2.26422 -0.36190 -0.66 -1.03 0.30
N 2.72134 3.76465 -2.52035 0.56 -0.04 0.06
H 2.63156 5.82881 -5.02405 -0.03 0.10 -0.06
H 3.05784 4.16560 -5.41162 0.03 -0.03 -0.08
H 4.01549 5.04140 -4.21776 0.06 0.04 -0.02
H 0.22184 4.96630 -4.38560 -0.02 0.01 -0.11
H -1.06580 3.73971 -2.63970 -0.03 -0.04 0.01
Br -4.65005 -1.34142 1.24883 -0.04 0.12 -0.13
C -3.83082 -0.49050 -0.23268 0.10 -0.08 -0.03
C -4.43210 -0.47181 -1.47909 0.21 0.11 0.16
C -3.73177 0.14688 -2.50320 0.08 -0.03 0.12
C -2.45849 0.64069 -2.26077 -0.01 0.04 -0.22
N -1.87440 0.59879 -1.05971 0.26 -0.09 0.05
C -2.57813 0.07430 -0.05839 -0.24 -0.14 0.28
H -5.40056 -0.91888 -1.63937 -0.09 0.00 -0.03
H -4.16243 0.21943 -3.48905 0.03 0.02 -0.10
H -1.88673 1.08293 -3.06353 0.14 -0.02 -0.03
H -2.15600 0.10169 0.93345 0.02 0.03 -0.02
```
Positions in Å, forces in eV/Å.

Summary:
- Strongest force on any atom: 2.62 eV/Å
- LUMO energy (spin up / spin down): -4.6 / -2.8 eV
- 2S+1: 5
- ⟨S²⟩: 6.286
- Total charge: +1
- Relative energy (zero: lowest compared OMol25 entry of this formula, charge and spin): 136.24 kJ/mol
- Orbital gap (spin up / spin down): 5.90 / 7.91 eV


Entry 4:
The following is a quantum chemistry calculation of a 4-piece molecular cluster, C8H16Br8 overall, from the OMol25 dataset.

XYZ file:
```
32
Properties=species:S:1:pos:R:3:forces:R:3
Br -1.06245 -0.86165 -1.68386 0.30 0.00 -0.24
C 0.49865 -1.21688 -0.57055 -0.47 -0.28 0.48
C 0.61589 -0.09538 0.43061 0.46 -0.07 -0.45
Br 2.11301 -0.46251 1.61741 -0.11 -0.12 0.21
H 1.37418 -1.35801 -1.19161 -0.06 0.10 -0.11
H 0.24201 -2.14233 -0.06304 0.19 -0.07 -0.03
H -0.28405 -0.00039 1.02255 0.02 0.09 0.10
H 0.87154 0.84186 -0.05342 -0.19 0.10 0.04
Br 7.74659 -0.73727 -3.85646 0.10 0.04 0.03
C 5.94520 -0.10123 -3.52201 -0.27 -0.07 0.06
C 5.57444 -0.35738 -2.07111 0.50 0.05 -0.34
Br 3.70420 0.05376 -1.80556 -0.06 0.06 -0.06
H 5.29948 -0.64381 -4.20534 -0.01 -0.09 0.07
H 5.91117 0.94913 -3.79150 0.06 0.06 0.13
H 6.13917 0.27344 -1.39258 -0.01 0.07 -0.01
H 5.75763 -1.39385 -1.80632 -0.24 -0.05 0.01
Br -2.54133 -0.98766 5.08122 0.05 -0.09 0.02
C -1.51327 -0.03631 3.73037 -0.21 -0.36 -0.19
C -1.31183 1.37154 4.18748 0.29 0.05 0.42
Br -0.39195 2.34085 2.79084 0.02 0.34 -0.12
H -2.09193 -0.11577 2.81569 -0.07 0.12 -0.03
H -0.56591 -0.55104 3.59555 0.01 -0.06 0.11
H -0.65906 1.39189 5.05618 -0.01 0.07 0.00
H -2.22932 1.89179 4.43344 -0.12 0.01 -0.20
Br -4.44537 -0.69759 0.96703 0.09 0.04 0.13
C -4.31180 -0.18841 -0.90107 -0.17 -0.28 -0.15
C -5.45901 0.69303 -1.27341 -0.25 0.54 0.25
Br -5.41180 0.97126 -3.18945 -0.01 0.10 -0.16
H -4.33982 -1.10825 -1.47626 0.15 -0.07 0.07
H -3.36971 0.32276 -1.04583 0.05 -0.04 0.09
H -5.36957 1.66571 -0.79348 -0.03 0.01 -0.12
H -6.43501 0.28872 -1.03551 0.00 -0.23 -0.02
```
Positions in Å, forces in eV/Å.

Summary:
- Strongest force on any atom: 0.73 eV/Å
- LUMO energy: 0.4 eV
- 2S+1: 1
- SMILES: BrCCBr.BrCCBr.BrCCBr.BrCCBr
- Relative energy (zero: lowest compared OMol25 entry of this formula, charge and spin): 10.03 kJ/mol
- Orbital gap: 10.60 eV


Q: Look up the 2S+1 of the first one.
A: 1


What did the fourth record say?
The following is a quantum chemistry calculation of a 4-piece molecular cluster, C8H16Br8 overall, from the OMol25 dataset.

XYZ file:
```
32
Properties=species:S:1:pos:R:3:forces:R:3
Br -1.06245 -0.86165 -1.68386 0.30 0.00 -0.24
C 0.49865 -1.21688 -0.57055 -0.47 -0.28 0.48
C 0.61589 -0.09538 0.43061 0.46 -0.07 -0.45
Br 2.11301 -0.46251 1.61741 -0.11 -0.12 0.21
H 1.37418 -1.35801 -1.19161 -0.06 0.10 -0.11
H 0.24201 -2.14233 -0.06304 0.19 -0.07 -0.03
H -0.28405 -0.00039 1.02255 0.02 0.09 0.10
H 0.87154 0.84186 -0.05342 -0.19 0.10 0.04
Br 7.74659 -0.73727 -3.85646 0.10 0.04 0.03
C 5.94520 -0.10123 -3.52201 -0.27 -0.07 0.06
C 5.57444 -0.35738 -2.07111 0.50 0.05 -0.34
Br 3.70420 0.05376 -1.80556 -0.06 0.06 -0.06
H 5.29948 -0.64381 -4.20534 -0.01 -0.09 0.07
H 5.91117 0.94913 -3.79150 0.06 0.06 0.13
H 6.13917 0.27344 -1.39258 -0.01 0.07 -0.01
H 5.75763 -1.39385 -1.80632 -0.24 -0.05 0.01
Br -2.54133 -0.98766 5.08122 0.05 -0.09 0.02
C -1.51327 -0.03631 3.73037 -0.21 -0.36 -0.19
C -1.31183 1.37154 4.18748 0.29 0.05 0.42
Br -0.39195 2.34085 2.79084 0.02 0.34 -0.12
H -2.09193 -0.11577 2.81569 -0.07 0.12 -0.03
H -0.56591 -0.55104 3.59555 0.01 -0.06 0.11
H -0.65906 1.39189 5.05618 -0.01 0.07 0.00
H -2.22932 1.89179 4.43344 -0.12 0.01 -0.20
Br -4.44537 -0.69759 0.96703 0.09 0.04 0.13
C -4.31180 -0.18841 -0.90107 -0.17 -0.28 -0.15
C -5.45901 0.69303 -1.27341 -0.25 0.54 0.25
Br -5.41180 0.97126 -3.18945 -0.01 0.10 -0.16
H -4.33982 -1.10825 -1.47626 0.15 -0.07 0.07
H -3.36971 0.32276 -1.04583 0.05 -0.04 0.09
H -5.36957 1.66571 -0.79348 -0.03 0.01 -0.12
H -6.43501 0.28872 -1.03551 0.00 -0.23 -0.02
```
Positions in Å, forces in eV/Å.

Summary:
- Strongest force on any atom: 0.73 eV/Å
- LUMO energy: 0.4 eV
- 2S+1: 1
- SMILES: BrCCBr.BrCCBr.BrCCBr.BrCCBr
- Relative energy (zero: lowest compared OMol25 entry of this formula, charge and spin): 10.03 kJ/mol
- Orbital gap: 10.60 eV